C18H39N2O15S6 as an isolated structure. Source: the OMol25 dataset; level of theory: wB97M-V/def2-TZVPD.

Structure (ORCA input):
```
! RIJCOSX wB97M-V def2-TZVPD def2/J DEFGRID3
* xyz -1 1
C 4.30 0.72 3.26
C 4.22 2.21 3.16
O 3.81 2.91 4.04
O 4.67 2.73 1.99
C 3.57 3.13 1.12
C 3.41 4.63 1.08
C 2.14 5.06 0.35
C 0.81 5.16 1.15
C 0.82 4.89 2.66
C 0.44 3.49 3.14
S -1.25 3.02 2.86
O -2.04 4.19 3.15
O -1.49 1.88 3.72
N -1.50 2.68 1.30
S -0.80 1.46 0.63
O 0.64 1.44 0.74
O -1.30 1.30 -0.71
N -1.33 0.04 1.47
C -0.79 -0.96 1.04
S -0.12 -2.24 0.49
H 4.70 0.44 4.22
H 4.93 0.33 2.46
H 3.30 0.32 3.12
H 3.78 2.72 0.13
H 2.66 2.65 1.47
H 4.27 5.00 0.50
H 3.54 5.04 2.07
H 1.99 4.37 -0.49
H 2.33 6.02 -0.11
H 0.43 6.17 1.01
H 0.07 4.52 0.68
H 1.77 5.15 3.13
H 0.08 5.55 3.10
H 1.08 2.70 2.76
H 0.53 3.46 4.22
O -2.21 0.82 -6.56
S -0.81 0.59 -6.36
O -0.30 -0.74 -6.44
O -0.35 1.28 -5.02
C -1.08 0.98 -3.79
C -0.72 -0.38 -3.24
C 0.11 1.62 -7.46
H -2.15 1.08 -3.96
H -0.79 1.75 -3.09
H -1.08 -1.18 -3.90
H -1.17 -0.51 -2.26
H 0.36 -0.49 -3.15
H -0.27 2.63 -7.38
H -0.04 1.23 -8.46
H 1.16 1.57 -7.18
O 1.07 -6.41 -2.46
S 1.54 -5.08 -2.68
O 0.91 -3.98 -2.02
O 1.57 -4.80 -4.25
C 0.35 -5.05 -4.99
C -0.67 -3.94 -4.81
C 3.28 -5.00 -2.41
H -0.05 -6.02 -4.71
H 0.67 -5.10 -6.03
H -1.06 -3.92 -3.80
H -1.51 -4.11 -5.50
H -0.23 -2.97 -5.03
H 3.75 -5.82 -2.95
H 3.43 -5.09 -1.34
H 3.64 -4.04 -2.76
O -2.78 -2.68 3.01
S -3.28 -2.01 4.18
O -2.53 -2.06 5.39
O -4.75 -2.56 4.47
C -4.91 -3.99 4.54
C -4.42 -4.57 5.85
C -3.71 -0.35 3.81
H -4.42 -4.45 3.68
H -5.98 -4.15 4.43
H -3.34 -4.48 5.94
H -4.68 -5.63 5.90
H -4.86 -4.05 6.69
H -4.31 -0.34 2.90
H -2.79 0.21 3.65
H -4.26 0.05 4.65
*
```

## Properties
Strongest force on any atom (eV/A): 0.71
ΔE to the lowest compared entry with this formula, charge and spin (kJ/mol): 0.0
HOMO-LUMO gap (eV): 8.702
E_HOMO (eV): -6.66

Atom charges from the Löwdin analysis, given in e for atoms 1 to 6:
1 C 0.026
2 C -0.553
3 O 0.128
4 O -0.033
5 C -0.156
6 C -0.182

***

A 11-piece molecular cluster, C18H39N7O28S4 overall at a distorted geometry. Source: the OMol25 dataset; level of theory: wB97M-V/def2-TZVPD.

Structure (ORCA input):
```
! RIJCOSX wB97M-V def2-TZVPD def2/J DEFGRID3
* xyz 0 1
C -12.50 -25.48 -6.29
N -13.42 -24.98 -5.20
O -12.92 -24.86 -4.11
O -14.51 -24.79 -5.54
H -12.98 -25.29 -7.25
H -12.36 -26.55 -6.16
H -11.49 -25.08 -6.29
C -14.93 -23.88 -11.49
N -14.47 -23.66 -10.05
O -13.95 -24.67 -9.46
O -14.60 -22.52 -9.57
H -15.66 -23.14 -11.82
H -15.41 -24.85 -11.58
H -14.05 -23.75 -12.11
C -17.97 -18.23 -7.34
N -18.82 -17.56 -6.34
O -19.77 -18.17 -5.89
O -18.46 -16.44 -5.89
H -17.03 -17.73 -7.58
H -18.70 -18.25 -8.15
H -17.75 -19.25 -7.01
C -19.68 -20.24 -2.44
N -20.25 -20.91 -1.25
O -20.52 -20.17 -0.32
O -20.45 -22.13 -1.32
H -20.47 -20.33 -3.19
H -18.80 -20.81 -2.73
H -19.54 -19.24 -2.02
C -22.38 -23.92 -5.01
N -21.88 -22.49 -4.74
O -20.69 -22.15 -4.73
O -22.78 -21.64 -4.51
H -23.02 -24.31 -4.21
H -21.46 -24.52 -5.02
H -22.85 -24.04 -5.98
C -13.68 -19.87 -7.95
N -13.00 -20.33 -6.69
O -12.46 -21.38 -6.87
O -12.98 -19.67 -5.70
H -14.29 -20.70 -8.31
H -12.80 -19.55 -8.50
H -14.36 -19.02 -7.88
C -11.62 -21.21 -3.41
C -12.46 -21.82 -2.25
O -11.68 -21.64 -1.12
S -9.98 -21.63 -1.43
O -9.41 -22.98 -1.33
O -9.25 -20.50 -0.84
O -10.25 -21.35 -3.11
H -11.95 -20.20 -3.66
H -11.83 -21.85 -4.26
H -12.59 -22.88 -2.48
H -13.48 -21.43 -2.18
C -18.00 -29.17 -8.62
C -16.80 -29.13 -7.75
O -16.27 -27.88 -7.90
S -17.47 -26.75 -8.03
O -17.11 -25.57 -8.72
O -18.07 -26.56 -6.66
O -18.28 -27.85 -8.93
H -18.88 -29.63 -8.18
H -17.74 -29.76 -9.51
H -16.04 -29.89 -7.95
H -16.99 -29.28 -6.68
C -16.60 -22.44 -7.01
C -17.50 -23.06 -5.98
O -17.53 -22.12 -4.96
S -16.11 -21.19 -4.94
O -15.16 -21.74 -3.98
O -16.43 -19.77 -4.76
O -15.64 -21.63 -6.42
H -17.20 -21.83 -7.68
H -16.13 -23.25 -7.56
H -17.22 -24.03 -5.58
H -18.56 -23.13 -6.21
C -19.89 -19.88 -10.28
C -20.20 -20.97 -11.33
O -20.88 -21.87 -10.57
S -20.30 -22.04 -8.95
O -19.10 -22.96 -8.88
O -21.28 -22.05 -7.90
O -19.66 -20.50 -9.02
H -20.76 -19.26 -10.05
H -19.05 -19.23 -10.53
H -19.29 -21.46 -11.65
H -20.75 -20.56 -12.18
N -18.54 -24.15 -2.69
C -17.26 -24.12 -2.21
C -17.06 -25.28 -1.50
C -18.31 -25.88 -1.27
C -19.15 -25.32 -2.25
H -18.82 -23.46 -3.37
H -16.62 -23.28 -2.44
H -16.20 -25.50 -0.88
H -18.56 -26.76 -0.69
H -20.20 -25.42 -2.47
*
```

## Properties
Strongest force on any atom (eV/A): 5.20
SMILES string: C[N+](=O)[O-].C[N+](=O)[O-].C[N+](=O)[O-].C[N+](=O)[O-].C[N+](=O)[O-].C[N+](=O)[O-].O=S1(=O)OCCO1.O=S1(=O)OCCO1.O=S1(=O)OCCO1.O=S1(=O)OCCO1.c1cc[nH]c1
ΔE to the lowest compared entry with this formula, charge and spin (kJ/mol): 370.7
HOMO-LUMO gap (eV): 6.517
E_HOMO (eV): -7.56

Atom charges from the Löwdin analysis, given in e for atoms 1 to 6:
1 C 0.052
2 N -0.456
3 O 0.074
4 O 0.106
5 H 0.066
6 H 0.096

***

A 5-piece molecular cluster, C18H39NO17PS4 overall at a distorted geometry. Source: the OMol25 dataset; level of theory: wB97M-V/def2-TZVPD.

Structure (ORCA input):
```
! RIJCOSX wB97M-V def2-TZVPD def2/J DEFGRID3
* xyz 1 1
C -3.18 -2.53 4.33
C -3.17 -0.86 4.41
C -3.47 -0.14 2.97
C -2.29 -0.31 1.85
P -0.50 -0.24 2.52
C 0.30 1.52 2.40
C 1.55 1.51 3.47
C 2.64 2.73 3.28
C 3.43 2.87 4.73
N 4.12 4.20 4.92
C 4.48 4.23 6.43
C 3.55 4.96 7.56
O 5.61 3.58 6.82
H -2.53 -2.87 3.42
H -2.84 -3.02 5.36
H -4.32 -2.85 4.21
H -2.22 -0.46 4.98
H -4.09 -0.60 5.12
H -4.44 -0.65 2.51
H -3.75 1.01 3.09
H -2.45 -1.33 1.28
H -2.48 0.54 1.03
H -0.35 -0.67 3.88
H 0.39 -1.10 1.73
H -0.48 2.32 2.75
H 0.65 1.79 1.30
H 2.14 0.49 3.31
H 1.15 1.48 4.58
H 3.45 2.35 2.50
H 2.19 3.73 2.88
H 4.17 1.96 4.88
H 2.58 2.81 5.56
H 5.06 4.11 4.46
H 3.61 4.30 8.54
H 2.40 4.95 7.25
H 3.94 6.03 7.83
C 6.02 0.41 1.94
C 6.83 0.54 0.65
O 6.24 -0.40 -0.25
S 4.65 -0.52 0.08
O 3.93 0.33 -0.85
O 4.33 -1.92 0.27
O 4.67 0.21 1.53
H 6.34 -0.46 2.52
H 6.10 1.31 2.57
H 7.89 0.33 0.80
H 6.71 1.54 0.21
C -0.12 -3.09 -2.20
C 0.21 -3.79 -0.89
O -1.00 -3.79 -0.14
S -2.26 -3.88 -1.18
O -2.68 -5.26 -1.26
O -3.17 -2.79 -0.90
O -1.43 -3.52 -2.54
H -0.13 -2.01 -2.07
H 0.59 -3.35 -3.00
H 1.01 -3.29 -0.33
H 0.50 -4.84 -1.06
C -1.83 0.74 -5.66
C -2.30 1.11 -4.26
O -1.28 0.65 -3.39
S 0.16 0.75 -4.16
O 0.80 1.98 -3.75
O 0.81 -0.54 -4.08
O -0.42 0.95 -5.66
H -2.02 -0.32 -5.87
H -2.31 1.35 -6.44
H -3.26 0.65 -4.01
H -2.38 2.20 -4.15
C -5.39 -1.32 -9.32
C -4.85 -2.58 -8.66
O -4.24 -2.14 -7.45
S -5.05 -0.84 -6.89
O -5.98 -1.28 -5.88
O -4.10 0.23 -6.67
O -5.88 -0.51 -8.25
H -4.59 -0.76 -9.82
H -6.19 -1.53 -10.03
H -4.13 -3.11 -9.29
H -5.66 -3.27 -8.39
*
```

## Properties
Strongest force on any atom (eV/A): 8.48
HOMO-LUMO gap (eV): 9.119
E_HOMO (eV): -11.84

Atom charges from the Löwdin analysis, given in e for atoms 1 to 6:
1 C -0.127
2 C -0.285
3 C -0.249
4 C -0.332
5 P 1.054
6 C -0.319

***

C18H40CrN3O19 as an isolated structure at a distorted geometry. Source: the OMol25 dataset; level of theory: wB97M-V/def2-TZVPD.

Structure (ORCA input):
```
! RIJCOSX wB97M-V def2-TZVPD def2/J DEFGRID3
* xyz 1 5
Cr 1.96 -1.56 0.05
C -1.52 0.99 -0.56
C -1.03 0.02 0.48
C -2.19 -0.79 1.10
O 0.07 -0.75 0.12
H -2.22 1.70 -0.10
H -2.14 0.57 -1.35
H -0.70 1.60 -0.94
H -0.74 0.65 1.34
H -2.84 -0.04 1.57
H -1.96 -1.39 1.98
H -2.67 -1.36 0.31
C -0.94 -4.18 1.10
O 0.15 -5.09 1.08
C 1.37 -4.67 1.21
O 1.74 -3.50 1.25
O 2.18 -5.71 1.26
C 3.49 -5.55 1.73
H -1.61 -4.45 1.93
H -1.50 -4.39 0.19
H -0.73 -3.13 1.31
H 4.10 -6.44 1.61
H 3.48 -5.29 2.79
H 4.03 -4.79 1.15
C 0.70 0.89 3.48
O 1.91 0.28 3.96
C 2.55 -0.55 3.18
O 2.32 -0.76 2.00
O 3.57 -1.04 3.86
C 4.38 -2.08 3.32
H 0.38 1.66 4.18
H -0.10 0.21 3.24
H 0.97 1.31 2.50
H 5.11 -2.32 4.08
H 4.95 -1.67 2.49
H 3.78 -2.91 2.97
C 5.47 0.12 -1.49
O 4.66 1.28 -1.72
C 3.41 1.24 -1.37
O 2.79 0.25 -1.01
O 2.94 2.48 -1.32
C 1.91 2.78 -0.38
H 5.24 -0.36 -0.54
H 6.49 0.47 -1.50
H 5.28 -0.63 -2.26
H 2.07 2.26 0.57
H 0.95 2.52 -0.82
H 1.94 3.84 -0.13
C 0.21 -0.18 -3.32
O -0.11 -0.99 -4.46
C 0.24 -0.58 -5.67
O 0.81 0.46 -5.92
O -0.07 -1.50 -6.56
C 0.59 -1.44 -7.80
H -0.49 0.59 -3.04
H 1.18 0.31 -3.43
H 0.36 -0.95 -2.56
H 0.23 -0.65 -8.46
H 0.44 -2.35 -8.37
H 1.68 -1.31 -7.75
C -1.39 4.17 -1.50
N -1.45 5.25 -2.51
O -2.51 5.37 -3.09
O -0.49 5.98 -2.64
H -2.15 4.42 -0.76
H -0.46 4.16 -0.93
H -1.55 3.24 -2.04
C -6.05 2.60 0.66
N -5.48 2.51 -0.71
O -4.27 2.44 -0.81
O -6.23 2.62 -1.64
H -5.33 3.16 1.25
H -6.10 1.63 1.16
H -7.01 3.11 0.59
C -4.30 0.75 5.20
N -3.62 1.02 3.87
O -2.41 0.99 3.91
O -4.32 1.29 2.93
H -3.63 0.21 5.86
H -5.20 0.19 5.01
H -4.57 1.72 5.61
*
```

## Properties
Strongest force on any atom (eV/A): 3.85
ΔE to the lowest compared entry with this formula, charge and spin (kJ/mol): 0.0
HOMO-LUMO gap (alpha / beta) (eV): 7.336 / 7.774
E_HOMO (alpha / beta) (eV): -11.14 / -11.34

Atom charges from the Löwdin analysis, given in e for atoms 1 to 6:
1 Cr 1.019
2 C -0.071
3 C -0.554
4 C -0.049
5 O -0.317
6 H 0.065